[1]
Here is a molecular structure, C9H7N3 in a non-equilibrium geometry from OMol25. Energies are from ωB97M-V with the def2-TZVPD basis set.

Each line ends with the natural charge from an NBO analysis.
Cartesian coordinates (Å):
C (-1.784, 0.511, 0.757)  -0.186
C (0.545, 0.658, -0.109)  0.136
C (0.722, -1.695, -0.811)  0.146
N (2.330, -1.981, 1.197)  -0.298
H (-2.645, -0.220, 0.815)  0.213
H (-1.396, -1.923, -0.556)  0.214
N (1.110, -2.294, -2.012)  -0.800
H (0.848, -1.598, -2.640)  0.399
H (-2.540, 2.120, 2.014)  0.232
C (0.499, 2.065, 0.342)  -0.206
H (-0.535, 3.502, 1.266)  0.210
C (-0.570, 2.522, 0.998)  -0.190
C (1.590, -1.884, 0.308)  0.246
N (1.493, 0.059, -0.715)  -0.350
C (-1.735, 1.713, 1.390)  -0.184
H (2.025, -2.793, -1.936)  0.414
C (-0.647, -1.273, -0.498)  -0.149
H (1.455, 2.516, 0.168)  0.230
C (-0.767, -0.006, 0.022)  -0.079

* energy: -13912.439 eV
* LUMO level: -1.1 eV
* 2S+1: 1
* frontier orbital gap: 7.3 eV
* HOMO: -8.4384 eV
* max |F|: 5.3 eV/A

***

[2]
Here is 2 unconnected molecules or ions with the total composition C9H7N3 in a non-equilibrium geometry from OMol25. Energies are from ωB97M-V with the def2-TZVPD basis set.

Each line ends with the natural charge from an NBO analysis.
Cartesian coordinates (Å):
C (0.522, 1.274, 0.460)  -0.229
N (-1.069, 3.111, 1.115)  -0.310
H (-2.556, -1.103, 2.440)  0.366
H (0.981, 0.460, 2.243)  0.216
C (-0.251, 2.295, 0.927)  0.276
C (1.190, 0.353, 1.274)  -0.147
C (1.765, -0.736, 0.692)  -0.209
N (-1.694, -0.805, -1.828)  -0.535
N (-1.723, -1.267, 1.884)  -0.542
C (1.755, -0.849, -0.716)  -0.180
H (2.159, -1.672, 1.156)  0.231
C (-1.690, -0.902, -0.557)  0.177
H (1.019, -0.259, -2.581)  0.239
H (0.012, 1.987, -1.505)  0.232
C (1.154, 0.068, -1.554)  -0.215
C (0.542, 1.187, -0.928)  -0.125
C (-1.768, -0.967, 0.677)  0.193
H (2.192, -1.776, -1.154)  0.215
H (-2.540, -0.398, -2.043)  0.347

* energy: -13912.429 eV
* LUMO level: -1.1 eV
* 2S+1: 1
* frontier orbital gap: 7.9 eV
* HOMO: -8.9744 eV
* max |F|: 5.5 eV/A
* structure (SMILES): N#Cc1ccccc1.N=C=C=N

***

[3]
Here is a gas-phase ion, C9H7N6O4 (charge -1) in a non-equilibrium geometry from OMol25. Energies are from ωB97M-V with the def2-TZVPD basis set.

Each line ends with the natural charge from an NBO analysis.
Cartesian coordinates (Å):
C (0.499, -1.079, 1.899)  -0.504
C (-3.061, -1.693, -2.612)  -0.101
C (0.915, -1.939, 0.721)  -0.511
N (-3.403, -2.673, -0.096)  -0.213
C (-3.456, -3.510, -1.179)  0.329
N (-1.352, -1.390, 0.501)  -0.488
H (-3.954, -3.750, -3.167)  0.233
H (1.282, -2.912, 1.050)  0.234
O (-0.477, -2.836, -1.053)  -0.588
H (1.011, -0.099, 1.939)  0.232
H (1.691, -1.424, 0.155)  0.233
C (-2.890, -1.322, -0.146)  0.146
C (-3.444, -3.038, -2.499)  -0.390
C (-0.336, -2.125, -0.085)  0.693
O (-1.791, -0.299, 2.486)  -0.598
C (-1.001, -0.831, 1.717)  0.715
O (-2.473, 1.089, -2.645)  -0.484
N (-3.531, -4.663, 0.641)  -0.079
H (-2.894, -1.209, -3.569)  0.233
N (-2.424, 0.479, -1.557)  0.511
H (-3.370, -0.682, 0.592)  0.248
N (-3.404, -3.399, 1.021)  -0.122
N (-3.583, -4.776, -0.678)  -0.334
C (-2.977, -0.831, -1.507)  -0.164
H (0.635, -1.551, 2.896)  0.230
O (-1.905, 0.980, -0.550)  -0.460

* energy: -26575.355 eV
* LUMO level: 3.3 eV
* 2S+1: 1
* frontier orbital gap: 7.4 eV
* total charge: -1
* HOMO: -4.1838 eV
* max |F|: 2.4 eV/A

***

Which formula does entry 3 have?
C9H7N6O4

***

What did the second record say?
Here is 2 unconnected molecules or ions with the total composition C9H7N3 in a non-equilibrium geometry from OMol25. Energies are from ωB97M-V with the def2-TZVPD basis set.

Each line ends with the natural charge from an NBO analysis.
Cartesian coordinates (Å):
C (0.522, 1.274, 0.460)  -0.229
N (-1.069, 3.111, 1.115)  -0.310
H (-2.556, -1.103, 2.440)  0.366
H (0.981, 0.460, 2.243)  0.216
C (-0.251, 2.295, 0.927)  0.276
C (1.190, 0.353, 1.274)  -0.147
C (1.765, -0.736, 0.692)  -0.209
N (-1.694, -0.805, -1.828)  -0.535
N (-1.723, -1.267, 1.884)  -0.542
C (1.755, -0.849, -0.716)  -0.180
H (2.159, -1.672, 1.156)  0.231
C (-1.690, -0.902, -0.557)  0.177
H (1.019, -0.259, -2.581)  0.239
H (0.012, 1.987, -1.505)  0.232
C (1.154, 0.068, -1.554)  -0.215
C (0.542, 1.187, -0.928)  -0.125
C (-1.768, -0.967, 0.677)  0.193
H (2.192, -1.776, -1.154)  0.215
H (-2.540, -0.398, -2.043)  0.347

* energy: -13912.429 eV
* LUMO level: -1.1 eV
* 2S+1: 1
* frontier orbital gap: 7.9 eV
* HOMO: -8.9744 eV
* max |F|: 5.5 eV/A
* structure (SMILES): N#Cc1ccccc1.N=C=C=N

***

Number 2 is which compound?
C9H7N3

***

frontier orbital gap of number 1 (C9H7N3)?
7.3 eV